C13H9NO4Yb as an isolated structure at a distorted geometry. Source: the Open Molecules 2025 dataset; level of theory: wB97M-V/def2-TZVPD.

XYZ file:
```
28
Properties=species:S:1:pos:R:3:mulliken_spin:R:1
Yb 0.0048 0.0842 -2.8296 0.000
O 0.1642 3.4041 -1.0429 0.001
C 0.1118 2.3731 -1.5644 0.001
C -0.1112 -2.3066 -1.6929 0.000
O -0.1584 -3.3582 -1.2794 0.000
C 2.3681 -0.0946 -1.6928 0.000
O 3.4312 -0.1793 -1.2399 0.000
C -2.3931 0.1350 -1.7445 0.000
O -3.4559 0.1544 -1.3299 0.000
C 0.0366 0.6957 -5.7545 0.000
H -0.9015 1.3165 -5.8049 0.000
H 1.0249 1.2276 -5.7839 0.000
C -0.0296 -0.6977 -5.8285 0.000
H 0.8976 -1.3037 -5.9093 0.000
H -1.0146 -1.2080 -5.9297 0.000
N -0.0034 0.0469 -0.0160 0.115
C -0.0003 0.0340 1.1451 0.021
C 0.0019 0.0034 2.6646 0.238
C -1.1652 0.1321 3.4467 -0.030
C -1.1635 0.1135 4.8354 0.246
C 0.0020 -0.0351 5.5846 0.203
C 1.1726 -0.1719 4.8310 0.212
C 1.1673 -0.1677 3.4401 -0.015
H -2.1180 0.2570 2.9793 -0.001
H -2.0745 0.2015 5.4259 0.009
H 0.0078 -0.0654 6.7155 -0.007
H 2.0827 -0.2925 5.4120 0.009
H 2.1157 -0.2982 2.9627 -0.002
```

Properties
ΔE to the lowest compared entry with this formula, charge and spin = 0.000 eV
⟨S²⟩ = 0.778
Charge = +3
Gap between HOMO and LUMO (spin up / spin down) = 8.38 / 4.57 eV
2S+1 = 2


A 4-piece molecular cluster, C3H12O4S overall at a distorted geometry. Source: the Open Molecules 2025 dataset; level of theory: wB97M-V/def2-TZVPD.

XYZ file:
```
20
Properties=species:S:1:pos:R:3:lowdin_charge:R:1
C -0.6670 -0.2843 -0.5390 -0.367
O -0.5623 -0.0685 -1.9292 -0.390
C 0.7642 -0.5997 0.0984 -0.286
C 0.9512 -1.0089 1.5852 -0.793
S 0.9713 0.2756 2.8923 0.078
H -1.1560 0.5874 -0.0919 0.083
H -1.1806 -1.2153 -0.3073 0.072
H 1.2688 0.3714 -0.0312 0.078
H 1.2905 -1.3667 -0.4380 0.073
H 1.9831 -1.4642 1.5626 0.021
H 0.2807 -1.8538 1.8339 0.028
H 0.7051 -0.4711 -4.0689 -0.014
H -0.1477 -1.0517 -3.2283 0.005
O 0.4690 -1.4136 -3.9657 -0.187
H 0.7513 1.5418 -3.2374 -0.009
H -0.5398 1.4519 -2.5512 0.008
O -0.0925 2.0139 -3.2885 -0.188
H -1.5731 0.5394 2.8302 -0.069
H -2.8923 0.9774 2.4130 0.005
O -2.4833 0.6051 3.2050 -0.149
```

Properties
ΔE to the lowest compared entry with this formula, charge and spin = 0.934 eV
Charge = -2
Gap between HOMO and LUMO = 6.14 eV
2S+1 = 1


C5H8O2 in the gas phase. Source: the Open Molecules 2025 dataset; level of theory: wB97M-V/def2-TZVPD.

XYZ file:
```
15
Properties=species:S:1:pos:R:3:lowdin_charge:R:1
C 1.4942 -1.4588 0.9635 -0.116
C 1.0296 -0.2990 0.0854 -0.247
C -0.5000 -0.1325 0.1447 -0.133
C -0.9595 1.2528 -0.2287 -0.351
O -0.6664 2.2416 0.4095 0.104
C -1.8685 1.4754 -1.4412 -0.163
O -2.3375 0.5903 -2.1110 0.085
H 1.1754 -1.3034 2.0007 0.075
H 2.5848 -1.5499 0.9558 0.071
H 1.0761 -2.4130 0.6239 0.076
H 1.3611 -0.4583 -0.9484 0.113
H 1.4907 0.6329 0.4306 0.109
H -1.0155 -0.8900 -0.4551 0.118
H -0.8033 -0.2400 1.1925 0.129
H -2.0614 2.5518 -1.6220 0.130
```

Properties
ΔE to the lowest compared entry with this formula, charge and spin = 0.859 eV
Charge = 0
Gap between HOMO and LUMO = 9.33 eV
SMILES = CCCC(=O)C=O
2S+1 = 1


A 2-piece molecular cluster, C2HFO3 overall at a distorted geometry. Source: the Open Molecules 2025 dataset; level of theory: wB97M-V/def2-TZVPD.

XYZ file:
```
7
Properties=species:S:1:pos:R:3:lowdin_charge:R:1
C -0.3296 -1.1737 1.9871 -0.482
C 0.3451 0.9109 -1.4887 -0.296
O -0.2200 -0.5020 2.8838 0.238
O 1.3160 1.1597 -0.8666 0.127
O -0.4758 -1.8322 1.0853 0.228
F -0.7430 0.1977 -1.0450 0.028
H 0.1073 1.2397 -2.5559 0.157
```

Properties
ΔE to the lowest compared entry with this formula, charge and spin = 0.154 eV
Charge = 0
Gap between HOMO and LUMO = 12.91 eV
SMILES = O=C=O.O=CF
2S+1 = 1


C27H21ClN2OPS4Tl as an isolated structure. Source: the Open Molecules 2025 dataset; level of theory: wB97M-V/def2-TZVPD.

XYZ file:
```
58
Properties=species:S:1:pos:R:3:lowdin_charge:R:1
Tl -0.6425 1.1566 0.5970 0.733
O -5.2810 6.0585 3.3074 -0.042
C -4.3924 5.4981 2.7422 -1.036
S -2.8626 5.0531 3.5142 0.958
C -2.1177 4.2249 2.1462 -1.186
C -2.8732 4.1758 0.9831 -1.159
S -2.4855 3.3598 -0.4364 0.578
S -4.4424 4.9820 1.0515 0.956
S -0.5781 3.5776 2.3771 0.493
N 2.4718 -1.2339 1.0296 -0.129
P 1.1845 -1.2780 -0.0880 0.967
C 1.6329 -2.8239 -0.9582 -0.373
C 2.8765 -3.0114 -1.5493 -0.099
C 3.1512 -4.1902 -2.2145 -0.075
C 2.1890 -5.1830 -2.3055 -0.078
C 0.9465 -4.9973 -1.7244 -0.077
C 0.6711 -3.8206 -1.0514 -0.101
C 1.8000 -0.0625 -1.3290 -0.407
C 2.4531 1.1062 -0.9407 -0.113
C 2.7442 2.0802 -1.8826 -0.071
C 2.3550 1.9154 -3.2015 -0.075
C 1.7249 0.7463 -3.5948 -0.072
C 1.4628 -0.2417 -2.6672 -0.125
C 2.4023 -0.5170 2.1937 -0.410
C 3.5121 -0.4509 3.0461 -0.019
C 3.4060 0.2829 4.2059 -0.066
C 2.1998 0.9069 4.5055 -0.064
C 1.1543 0.7689 3.6141 -0.172
N 1.2499 0.0985 2.4679 0.013
H 3.3722 -1.6268 0.7866 0.108
H 3.6212 -2.2287 -1.5040 0.109
H 4.1192 -4.3396 -2.6660 0.105
H 2.4009 -6.0964 -2.8400 0.105
H 0.1936 -5.7671 -1.7901 0.105
H -0.2945 -3.6641 -0.5910 0.090
H 2.7670 1.2434 0.0871 0.100
H 3.2692 2.9759 -1.5867 0.109
H 2.5446 2.6925 -3.9259 0.105
H 1.4283 0.6055 -4.6233 0.108
H 0.9843 -1.1603 -2.9745 0.105
H 4.4292 -0.9543 2.7765 0.108
H 4.2479 0.3713 4.8759 0.109
H 2.0883 1.5004 5.3986 0.104
H 0.1946 1.2255 3.8132 0.070
Cl -6.6809 -0.3980 1.2208 0.690
C -5.2083 -0.2844 0.3340 -0.665
C -4.2460 -1.2905 0.4796 -0.100
C -3.0872 -1.2216 -0.2420 -0.057
C -2.8407 -0.1446 -1.1443 -0.403
C -1.6431 -0.0757 -1.8479 -0.035
C -3.8369 0.8631 -1.2580 -0.122
C -5.0047 0.7799 -0.5304 -0.102
H -4.4390 -2.1155 1.1490 0.107
H -2.3423 -2.0013 -0.1547 0.102
H -1.4691 0.7015 -2.5710 0.076
H -1.0043 -0.9415 -1.8719 0.031
H -3.7080 1.6367 -1.9956 0.078
H -5.7678 1.5333 -0.6419 0.113
```

Properties
ΔE to the lowest compared entry with this formula, charge and spin = 1.339 eV
Charge = 0
Gap between HOMO and LUMO (spin up / spin down) = 6.08 / 5.64 eV
2S+1 = 1


A 2-piece molecular cluster, C6H2N7O5 overall at a distorted geometry. Source: the Open Molecules 2025 dataset; level of theory: wB97M-V/def2-TZVPD.

XYZ file:
```
20
Properties=species:S:1:pos:R:3:lowdin_charge:R:1
O -0.1183 -1.4613 -3.2076 -0.121
C 1.0821 -1.3939 -3.3052 -0.712
N 2.3572 -1.3228 -3.3979 -0.090
O 1.8818 -0.1635 3.3889 0.088
N 1.5434 0.6853 2.5525 -0.298
O 1.9455 1.8855 2.5977 0.039
C 0.6533 0.3440 1.4671 -0.069
C 0.2714 1.2912 0.5461 0.112
C -0.6675 1.0131 -0.4413 -0.099
N -1.1307 2.0576 -1.3100 -0.300
O -0.6149 3.1985 -1.1900 0.060
O -2.0282 1.8052 -2.1473 0.072
C -1.2524 -0.2478 -0.5773 0.081
N -0.8672 -1.1433 0.3105 -0.003
N -1.3386 -2.4645 0.4520 0.090
N -0.6740 -2.9549 1.5368 -0.002
N 0.1729 -2.0360 2.0857 0.067
C 0.0685 -0.9175 1.3510 -0.190
H 0.6934 2.2726 0.6232 0.132
H -1.9778 -0.4474 -1.3349 0.143
```

Properties
Charge = -1
Gap between HOMO and LUMO = 4.47 eV
2S+1 = 1


C5H7NO in the gas phase at a distorted geometry. Source: the Open Molecules 2025 dataset; level of theory: wB97M-V/def2-TZVPD.

XYZ file:
```
14
Properties=species:S:1:pos:R:3:lowdin_charge:R:1
C -1.8091 -0.5674 0.4225 -0.054
C -0.5938 0.0226 -0.2905 -0.295
C -0.6060 1.4927 -0.3013 -0.195
N -0.5876 2.6503 -0.2876 0.164
C 0.7333 -0.4545 0.3369 -0.412
O 0.7200 -1.1847 1.2993 0.104
C 2.0131 0.0288 -0.3046 -0.008
H -1.7951 -0.3026 1.4817 0.092
H -2.7347 -0.2037 -0.0301 0.087
H -1.7813 -1.6575 0.3520 0.088
H -0.5772 -0.2993 -1.3415 0.155
H 2.7719 -0.7539 -0.2291 0.090
H 2.3746 0.9078 0.2413 0.099
H 1.8720 0.3214 -1.3491 0.086
```

Properties
ΔE to the lowest compared entry with this formula, charge and spin = 0.493 eV
Charge = 0
Gap between HOMO and LUMO = 10.99 eV
SMILES = CC(=O)[C@@H](C)C#N
2S+1 = 1